A single C2H3N3O2 molecule at a distorted geometry, computed with wB97M-V/def2-TZVPD.

Element x y z (Å)
C1 0.520 -0.070 0.001
C2 -0.889 0.095 -0.522
H1 2.114 -1.457 0.236
H2 0.662 -2.121 -0.523
H3 -1.897 1.874 0.466
N1 1.261 -1.214 -0.402
N2 0.882 0.701 0.940
N3 -1.123 1.321 0.074
O1 -0.045 1.629 0.941
O2 -1.486 -0.759 -1.211

## Properties
frontier orbital gap	0.362	Ha
relative energy (zero: lowest compared OMol25 entry of this formula, charge and spin)	391.4	kJ/mol
HOMO energy	-9.21	eV
charge	0
SMILES	Nc1no[nH]c1=O